Model w:
Formula: C8H13N3O
Source: the OMol25 dataset
Level of theory: wB97M-V/def2-TZVPD

Each line ends with the Mulliken charge.
Positions of all 25 atoms, in Å:
H: 1.959 0.678 -2.714  0.307
N: 2.448 0.283 -1.908  -0.689
C: 1.660 0.047 -0.948  0.065
C: 2.283 -0.295 0.298  0.399
O: 2.908 0.553 0.910  -0.582
C: 1.985 -1.604 0.906  -0.557
C: 0.512 -1.425 1.242  -0.856
C: -0.260 -1.098 -0.071  0.342
C: -1.094 -1.984 -0.597  -0.993
C: 0.000 0.255 -0.662  -0.044
N: -0.209 1.436 0.283  0.189
C: -1.639 1.879 0.412  -0.919
N: 0.511 2.689 -0.134  -0.684
H: 2.105 -2.349 0.125  0.312
H: 2.566 -1.794 1.773  0.391
H: 0.405 -0.757 2.099  0.305
H: -0.076 -2.359 1.602  0.351
H: -1.770 -1.841 -1.480  0.280
H: -1.334 -2.928 -0.054  0.251
H: -0.362 0.406 -1.692  0.580
H: -1.496 2.922 0.773  0.328
H: -2.254 1.948 -0.483  0.332
H: -2.168 1.328 1.135  0.305
H: 1.039 2.463 -1.018  0.325
H: 1.218 3.061 0.541  0.263

Calculated values
Orbital gap ... 9.38 eV
Structure (SMILES) ... [H]/N=C1/C(=O)CCC(=C)[C@H]1N(C)N

***

Model x:
Formula: C8H13N3O
Source: the OMol25 dataset
Level of theory: wB97M-V/def2-TZVPD

Each line ends with the Mulliken charge.
Positions of all 25 atoms, in Å:
C: -0.450 -1.543 1.699  -0.846
C: -0.473 -0.381 1.052  -0.590
C: -1.202 -0.154 -0.223  0.372
N: -1.999 -1.263 -0.746  -0.638
C: -2.685 -0.061 -0.283  0.112
C: -3.365 0.857 -1.268  -1.312
H: -0.967 -2.386 1.301  0.350
H: 0.084 -1.667 2.646  0.286
H: 0.043 0.477 1.438  0.166
H: -0.670 0.470 -0.965  0.442
H: -1.962 -1.280 -1.760  0.269
H: -3.222 -0.219 0.656  0.393
H: -3.560 1.839 -0.826  0.312
H: -2.739 1.005 -2.159  0.318
H: -4.324 0.442 -1.598  0.347
C: 1.541 1.970 1.100  -0.485
N: 1.824 1.647 -0.087  -0.265
N: 2.994 0.971 -0.297  -0.292
C: 2.933 -0.288 -0.387  0.388
C: 4.164 -1.063 -0.683  -0.130
O: 5.250 -0.568 -0.880  -0.444
H: 0.618 2.527 1.262  0.392
H: 2.160 1.687 1.960  0.361
H: 1.987 -0.851 -0.248  0.171
H: 4.018 -2.169 -0.707  0.322

Calculated values
Orbital gap ... 9.00 eV
Structure (SMILES) ... C=C[C@H]1N[C@@H]1C.C=N/N=C/C=O

***

Most stable of them? model w.

***

Model w:
Formula: C13H39N13O26
Source: the OMol25 dataset
Level of theory: wB97M-V/def2-TZVPD

Each line ends with the Mulliken charge.
Positions of all 91 atoms, in Å:
C: -2.306 -0.818 2.429  -0.416
N: -3.634 -1.560 2.336  1.236
O: -4.581 -0.828 2.381  -0.693
O: -3.618 -2.754 2.186  -0.678
H: -2.547 0.244 2.491  0.387
H: -1.651 -1.169 1.632  -1.122
H: -1.735 -1.117 3.308  0.908
C: -0.218 -0.136 -0.328  -0.901
N: 0.225 -0.057 1.090  0.028
O: 0.819 0.972 1.443  0.565
O: 0.096 -1.022 1.789  -0.272
H: -0.537 -1.158 -0.530  0.686
H: 0.724 0.139 -0.803  0.733
H: -0.932 0.664 -0.525  0.245
C: 2.562 -1.632 -0.130  -0.596
N: 3.086 -1.814 1.221  1.105
O: 3.574 -2.905 1.520  -0.698
O: 3.033 -0.855 2.032  -0.418
H: 2.036 -2.579 -0.255  0.995
H: 3.337 -1.525 -0.890  0.240
H: 1.813 -0.841 -0.141  -0.153
C: -2.330 0.139 -2.227  -0.137
N: -3.137 -0.880 -3.046  1.179
O: -2.772 -1.052 -4.213  -0.580
O: -4.037 -1.465 -2.455  -0.712
H: -2.238 1.140 -2.649  0.929
H: -1.292 -0.161 -2.085  -1.056
H: -2.714 0.187 -1.208  -0.315
C: 0.530 -4.047 0.728  -0.740
N: 0.095 -3.598 2.119  0.870
O: -0.386 -2.519 2.268  -0.323
O: 0.166 -4.423 3.001  -0.710
H: 0.949 -3.183 0.212  -0.884
H: -0.333 -4.447 0.195  0.393
H: 1.286 -4.832 0.746  0.371
C: -4.051 1.440 0.790  -0.589
N: -3.395 1.750 -0.465  0.731
O: -4.112 1.946 -1.454  -0.576
O: -2.211 1.629 -0.574  -0.068
H: -4.545 0.490 0.586  0.270
H: -4.765 2.213 1.074  0.440
H: -3.332 1.306 1.599  -0.004
C: 3.238 1.872 -1.701  -0.909
N: 2.832 0.433 -1.553  1.100
O: 2.662 0.085 -0.409  -0.304
O: 2.883 -0.321 -2.518  -0.681
H: 2.475 2.626 -1.894  -0.188
H: 3.852 2.099 -2.573  0.515
H: 3.772 2.079 -0.774  0.300
C: 3.066 1.246 1.555  -2.568
N: 3.613 2.101 2.707  1.440
O: 3.877 1.571 3.776  -0.649
O: 3.850 3.280 2.396  -0.677
H: 2.122 0.791 1.855  0.656
H: 3.816 0.503 1.280  0.885
H: 2.915 1.955 0.741  1.463
C: -0.346 2.778 0.353  -0.137
N: 1.103 3.030 0.649  0.505
O: 1.879 2.352 -0.014  -0.306
O: 1.485 3.825 1.514  -0.538
H: -0.932 3.613 0.736  0.483
H: -0.730 1.791 0.609  -0.010
H: -0.296 2.851 -0.734  0.207
C: 0.812 2.730 -3.250  -1.119
N: 0.674 1.453 -2.527  0.694
O: 0.839 0.429 -3.223  -0.664
O: 0.478 1.418 -1.329  0.169
H: 1.878 2.955 -3.202  0.468
H: 0.088 3.404 -2.793  0.388
H: 0.518 2.749 -4.299  0.408
C: 1.213 -1.669 -3.380  -0.957
N: -0.234 -1.396 -3.159  0.862
O: -0.985 -1.437 -4.165  -0.633
O: -0.603 -1.287 -1.970  -0.130
H: 1.547 -2.517 -2.782  0.299
H: 1.751 -0.728 -3.262  0.330
H: 1.392 -2.033 -4.392  0.417
C: 1.056 1.622 3.160  0.577
N: 0.621 2.100 4.498  1.110
O: 0.894 3.226 4.809  -0.679
O: -0.026 1.346 5.183  -0.680
H: 2.066 1.220 3.237  -0.099
H: 0.964 2.356 2.358  -0.493
H: 0.370 0.822 2.880  0.027
C: -3.359 -2.894 -0.705  -0.789
N: -2.061 -2.252 -0.301  -0.200
O: -2.107 -1.121 -0.163  -0.100
O: -1.113 -2.926 -0.112  -0.384
H: -3.843 -2.136 -1.321  0.190
H: -3.965 -3.099 0.177  0.377
H: -2.916 -3.774 -1.171  0.351

Calculated values
Orbital gap ... 6.48 eV

***

Model x:
Formula: C13H39N13O26
Source: the OMol25 dataset
Level of theory: wB97M-V/def2-TZVPD

Each line ends with the Mulliken charge.
Positions of all 91 atoms, in Å:
C: 1.443 -6.721 2.946  -0.674
N: 2.101 -7.932 3.603  0.788
O: 1.622 -8.252 4.751  -0.482
O: 3.131 -8.347 3.096  -0.480
H: 1.989 -6.508 2.026  0.284
H: 1.406 -5.852 3.602  0.286
H: 0.456 -7.011 2.585  0.278
C: -6.103 5.167 -0.301  -0.695
N: -5.442 3.848 -0.619  0.776
O: -6.111 2.867 -0.688  -0.465
O: -4.295 3.954 -1.079  -0.488
H: -6.811 5.600 -1.009  0.289
H: -5.326 5.929 -0.232  0.302
H: -6.568 5.061 0.678  0.280
C: -8.208 -2.006 -2.299  -0.621
N: -7.122 -1.962 -1.341  0.771
O: -5.964 -1.852 -1.836  -0.487
O: -7.319 -2.225 -0.159  -0.481
H: -9.124 -1.741 -1.771  0.289
H: -8.201 -3.007 -2.732  0.262
H: -8.052 -1.183 -2.996  0.266
C: 5.691 -5.439 -0.193  -0.713
N: 5.217 -4.098 0.047  0.845
O: 4.079 -3.834 -0.244  -0.506
O: 5.958 -3.207 0.486  -0.516
H: 6.760 -5.242 -0.266  0.317
H: 5.313 -5.893 -1.109  0.279
H: 5.478 -6.000 0.717  0.292
C: 2.964 5.477 4.768  -0.694
N: 1.749 5.401 5.646  0.834
O: 0.963 4.495 5.494  -0.499
O: 1.722 6.155 6.581  -0.506
H: 3.909 5.368 5.300  0.279
H: 2.845 6.437 4.266  0.288
H: 3.001 4.706 3.998  0.299
C: -4.133 1.574 3.662  -0.822
N: -5.388 2.147 4.255  0.881
O: -5.282 2.805 5.329  -0.515
O: -6.425 1.802 3.751  -0.495
H: -3.404 1.098 4.318  0.314
H: -3.479 2.275 3.143  0.310
H: -4.369 0.822 2.910  0.325
C: 4.422 0.148 4.895  -0.720
N: 5.875 0.070 5.146  0.887
O: 6.559 0.615 4.278  -0.527
O: 6.272 -0.488 6.114  -0.517
H: 4.098 0.272 3.862  0.305
H: 4.040 0.996 5.464  0.284
H: 3.918 -0.741 5.273  0.288
C: -5.308 -4.580 4.243  -0.675
N: -4.456 -3.644 5.044  0.853
O: -3.241 -3.733 4.940  -0.520
O: -5.004 -2.763 5.667  -0.510
H: -4.943 -4.336 3.245  0.278
H: -6.308 -4.258 4.534  0.309
H: -5.244 -5.647 4.457  0.267
C: 3.712 -1.641 -6.558  -0.696
N: 3.745 -2.593 -7.733  0.808
O: 2.783 -2.729 -8.489  -0.500
O: 4.906 -2.997 -7.923  -0.485
H: 2.793 -1.058 -6.494  0.304
H: 4.653 -1.093 -6.589  0.296
H: 3.579 -2.322 -5.717  0.274
C: -0.074 -0.278 -0.884  -0.778
N: 0.039 -0.094 0.634  0.871
O: -0.117 -0.993 1.414  -0.522
O: 0.229 1.036 0.927  -0.496
H: 0.882 -0.169 -1.396  0.293
H: -0.987 0.120 -1.328  0.314
H: -0.171 -1.354 -1.027  0.318
C: -5.010 1.424 -6.928  -0.639
N: -3.763 1.980 -6.293  0.834
O: -3.802 3.161 -5.958  -0.519
O: -2.770 1.318 -6.291  -0.509
H: -5.920 1.714 -6.403  0.276
H: -4.980 0.337 -6.847  0.289
H: -5.026 1.831 -7.938  0.267
C: 0.874 4.637 -3.849  -0.601
N: 2.273 5.279 -3.411  0.834
O: 2.733 6.126 -4.144  -0.512
O: 2.754 4.977 -2.344  -0.512
H: 0.639 3.653 -3.444  0.243
H: 0.855 4.616 -4.939  0.284
H: 0.152 5.371 -3.490  0.265
C: 8.213 1.950 -1.463  -0.673
N: 6.991 1.730 -2.271  0.832
O: 6.901 2.405 -3.307  -0.516
O: 6.114 0.967 -1.968  -0.500
H: 8.709 1.041 -1.122  0.275
H: 7.828 2.517 -0.615  0.286
H: 8.912 2.536 -2.058  0.296

Calculated values
Orbital gap ... 10.44 eV

***

Most stable of them? model x.